A structure of composition C34H27Cl2IrN5O3SSi in a non-equilibrium geometry, computed with ωB97M-V with the def2-TZVPD basis set.

Last column: Mulliken spin population.
CARTESIAN COORDINATES (ANGSTROEM)
H (1.719, -2.016, 4.850)  -0.0002
H (0.338, -3.341, -0.058)  0.0017
N (1.661, -0.363, -0.931)  0.0134
H (-3.859, -2.853, 2.372)  0.0006
H (-3.014, -5.166, 1.901)  0.0000
C (-2.610, -0.559, 1.821)  -0.0040
C (3.403, -1.907, 1.931)  -0.0093
H (0.257, 0.752, -3.034)  0.0023
C (-0.026, 2.998, 3.879)  -0.0001
H (-3.335, 0.048, -4.512)  0.0000
C (-2.191, -1.917, 1.423)  -0.0041
H (4.328, -2.217, 1.467)  -0.0001
Cl (-0.698, 4.320, 6.110)  0.0003
C (3.076, 0.078, -4.803)  0.0004
C (2.449, -1.219, 1.160)  -0.0207
C (0.095, 2.818, -1.737)  -0.0027
S (4.079, -1.295, -1.129)  -0.0006
N (-1.538, 0.313, 1.897)  -0.0332
Ir (-0.042, 0.107, 0.373)  0.6059
C (-1.430, 1.234, 2.868)  -0.0108
C (1.690, 2.590, 1.481)  0.0030
H (-0.944, -2.833, -2.312)  0.0016
C (-1.273, -4.427, 0.859)  0.0022
H (4.846, -0.873, -4.026)  0.0001
C (3.141, -2.188, 3.251)  0.0107
H (-1.805, 0.881, -4.339)  -0.0005
H (0.427, 4.177, -3.360)  -0.0004
C (-0.959, 3.163, 4.869)  0.0004
H (1.199, 0.981, -5.296)  0.0002
O (2.595, 2.970, 2.205)  0.0167
H (-4.409, -1.837, -2.545)  0.0000
H (-0.875, -5.399, 0.614)  0.0010
C (1.542, 2.914, 0.049)  -0.0030
H (3.478, 0.198, -5.797)  -0.0001
C (-0.219, 2.030, 2.872)  0.0092
H (3.864, -2.725, 3.847)  0.0004
H (-3.565, -2.299, -1.065)  0.0000
H (3.180, 4.270, -0.060)  0.0006
C (1.791, 0.529, -4.515)  0.0020
H (-0.180, -1.712, -3.423)  0.0014
H (0.880, 3.583, 3.870)  -0.0003
C (2.330, 3.871, -0.588)  0.0032
O (-3.763, -0.286, 2.124)  0.0006
Si (-2.191, -0.645, -2.368)  0.0066
H (-3.201, 1.413, -3.419)  0.0003
C (3.318, -0.618, -2.547)  -0.0015
N (-1.030, -2.065, 0.764)  0.0493
C (-2.682, 0.540, -3.798)  0.0056
C (1.964, 4.303, -1.847)  -0.0012
C (0.794, 3.800, -2.418)  0.0059
C (-1.138, -2.090, -3.080)  -0.0038
C (-2.359, 1.437, 3.901)  -0.0033
C (-3.810, -1.472, -1.720)  -0.0007
O (-1.433, 0.141, -1.241)  0.0888
C (-0.596, -3.282, 0.482)  0.0024
H (-3.272, 0.861, 3.917)  0.0002
C (-2.944, -3.025, 1.828)  0.0037
C (1.939, -1.786, 3.818)  -0.0077
Cl (-3.269, 2.567, 6.149)  -0.0002
H (-1.626, -2.580, -3.915)  -0.0005
C (-2.129, 2.371, 4.883)  -0.0008
C (2.633, -0.938, -0.219)  0.0053
H (2.552, 5.044, -2.364)  0.0000
H (0.085, -0.784, 3.551)  0.0033
C (-2.475, -4.293, 1.562)  -0.0023
C (2.018, -0.164, -2.232)  0.0071
N (0.604, 1.831, 1.860)  0.0858
H (-0.824, 2.398, -2.126)  0.0120
C (0.999, -1.089, 3.064)  -0.0059
N (0.481, 2.356, -0.564)  0.1199
C (3.851, -0.510, -3.817)  -0.0016
H (-4.381, -0.745, -1.157)  0.0000
C (1.235, -0.783, 1.738)  0.0588
C (1.253, 0.411, -3.250)  -0.0131

Values from the calculation:
**Spin multiplicity**: 2
**E_tot**: -3523.813656 a.u.
**Energy relative to the best compared isomer or geometry (same formula, charge and spin)**: 80.3 kcal per mole
**Net charge**: 0
**LUMO level (spin up / spin down)**: -0.051 / -0.052 Eh
**Expectation value of S²**: 0.757
**HOMO level (spin up / spin down)**: -6.59 / -6.57 eV